Here is a molecular structure, C34H43N5O5S4Zr from the Open Molecules 2025 dataset. Energies are from the ωB97M-V functional and the def2-TZVPD basis.

Element x y z (Å)
Zr  -0.50915  0.40574  0.85748
C  -4.50612  2.47227  0.16826
C  -3.18842  1.99713  0.69944
N  -2.41265  1.25138  -0.00594
N  -2.86600  0.92639  -1.29490
C  -1.88172  0.80514  -2.11281
S  -0.18254  1.00253  -1.74700
S  -2.40004  0.52774  -3.80228
C  -1.89739  2.16870  -4.40589
C  -2.64666  3.27363  -3.72118
C  -3.98888  3.52341  -3.98569
C  -4.66692  4.51726  -3.30139
C  -4.01399  5.27122  -2.33413
C  -2.67842  5.02470  -2.05837
C  -1.99920  4.03080  -2.74990
C  -2.74271  2.39604  2.05570
C  -3.70178  2.65553  3.03720
C  -3.35596  2.99220  4.33110
C  -2.01136  3.10566  4.66776
C  -1.03438  2.88562  3.71684
C  -1.37927  2.53152  2.41298
O  -0.39712  2.31877  1.51261
H  -4.37680  2.84969  -0.84606
H  -4.93159  3.24888  0.79494
H  -5.19883  1.63139  0.10284
H  -2.05227  2.15025  -5.48478
H  -0.82897  2.27889  -4.22013
H  -4.50988  2.92527  -4.72310
H  -5.71069  4.70338  -3.51820
H  -4.54741  6.04561  -1.79879
H  -2.16102  5.60134  -1.30274
H  -0.96061  3.82484  -2.52379
H  -4.74933  2.55389  2.78721
H  -4.12576  3.15888  5.07066
H  -1.72406  3.36221  5.67889
H  0.01679  2.96424  3.95879
C  6.23200  3.17660  4.26018
C  5.20099  2.28473  3.63397
C  3.95741  2.79756  3.26058
C  2.98142  1.98590  2.71730
C  3.25831  0.63645  2.53615
C  4.48478  0.09985  2.88879
C  5.45040  0.93326  3.43563
S  2.01535  -0.41074  1.87424
O  1.65608  0.21754  0.54911
O  2.56625  -1.73894  1.76644
N  0.69265  -0.21831  2.69207
C  0.04334  -1.32724  3.40087
C  -1.47020  -1.24723  3.18583
O  -2.24809  -1.77967  3.93253
O  -1.83144  -0.55581  2.11020
H  6.13453  4.20066  3.90410
H  7.24124  2.83092  4.04239
H  6.11681  3.19332  5.34550
H  3.75527  3.85260  3.39712
H  2.02212  2.39420  2.42125
H  4.67702  -0.95153  2.73735
H  6.41363  0.52237  3.71034
H  0.22697  -1.28309  4.47622
H  0.38849  -2.29528  3.02229
C  -0.55281  -5.74543  -1.80262
C  -1.89143  -5.40271  -2.44514
C  -1.85607  -4.29061  -3.49338
C  -1.63428  -2.88034  -2.95810
N  -0.24212  -2.63030  -2.60746
C  0.24435  -2.37618  -1.39850
S  -0.78473  -2.18271  -0.02535
N  1.55812  -2.29533  -1.23738
C  2.55448  -2.36958  -2.29017
C  3.94833  -2.57148  -1.70643
C  4.28283  -4.01961  -1.35070
C  3.39351  -4.64851  -0.28514
H  -0.63274  -6.65248  -1.20409
H  -0.20034  -4.96144  -1.13497
H  0.21730  -5.91736  -2.55849
H  -2.60689  -5.13050  -1.66486
H  -2.29059  -6.30097  -2.92288
H  -2.80868  -4.28188  -4.02912
H  -1.09308  -4.51746  -4.24718
H  -2.23173  -2.70109  -2.06498
H  -1.92075  -2.13413  -3.69903
H  0.41724  -2.67211  -3.37039
H  1.86748  -2.09630  -0.29594
H  2.51438  -1.44918  -2.88321
H  2.31990  -3.21015  -2.95548
H  4.06273  -1.92231  -0.83271
H  4.66981  -2.21512  -2.44561
H  5.32453  -4.05745  -1.02279
H  4.23629  -4.61881  -2.26624
H  3.32287  -4.01763  0.60158
H  3.78981  -5.61525  0.02587
H  2.37810  -4.81580  -0.64515

Computed properties:
* M: 821.24 Da
* HOMO level: -8.2 eV
* net charge: 0
* frontier orbital gap: 8.298 eV
* multiplicity: 1